(1)
Density functional theory data (ωB97M-V/def2-TZVPD) for a 4-piece molecular cluster, C27H58BClIN4O8S overall.

Properties
E = -3065.04779 Eh
lowest unoccupied orbital energy = -3.6 eV
orbital gap = 7.59 eV
total charge = +1
highest occupied orbital energy = -11.2 eV

Cartesian coordinates (Å):
1 C 5.030 -4.556 -3.681
2 O 2.560 0.542 -1.139
3 C -1.734 -3.539 -4.541
4 H -2.395 -3.839 -3.721
5 C 6.323 -5.120 -3.118
6 C -1.054 3.230 4.917
7 C -0.128 -1.377 -5.819
8 H -0.846 -3.523 -1.115
9 H -0.671 2.984 5.973
10 C 2.157 2.828 10.292
11 H 1.120 2.023 -2.881
12 C 0.017 2.633 3.878
13 H 2.050 2.506 11.330
14 H -5.146 0.690 -1.187
15 H -3.483 0.338 -1.968
16 H -0.586 -0.534 -5.294
17 C -1.329 1.168 2.303
18 H 7.137 -4.990 -3.833
19 H 5.077 -2.350 -2.046
20 O 1.152 2.565 8.059
21 C 0.383 -2.406 -4.824
22 C -1.358 -4.773 -5.342
23 C 2.367 2.337 7.357
24 C 4.143 -2.652 -1.565
25 H -2.657 -2.282 -1.766
26 H -1.202 4.351 4.857
27 H 0.693 -1.004 -6.434
28 C -4.180 1.162 -1.570
29 H -3.431 5.085 1.607
30 H -2.302 -2.829 -5.155
31 H 6.213 -6.185 -2.901
32 H 4.145 -2.252 -0.549
33 C -2.068 -1.679 -1.005
34 H 2.212 2.715 6.343
35 H -1.654 -0.762 -1.550
36 H 0.871 -3.242 -5.337
37 H -0.398 1.708 -1.845
38 O -3.213 4.258 2.080
39 B -2.012 3.667 1.531
40 O -2.919 4.476 -4.949
41 H 0.957 2.396 4.491
42 H 0.122 2.395 9.792
43 C -0.834 -2.560 -0.489
44 H -0.663 5.490 1.711
45 H 4.800 -5.069 -4.618
46 H 2.040 3.913 10.247
47 C 1.316 0.424 -1.251
48 I 0.207 -0.367 4.251
49 H 1.457 -2.353 -0.557
50 H -4.671 3.130 -2.473
51 C 2.759 0.871 7.279
52 H -5.417 1.724 -3.443
53 H -4.333 2.709 -0.013
54 C 0.490 1.223 -2.375
55 H 1.959 0.286 6.819
56 H -3.027 0.890 -4.054
57 H 3.047 -4.411 -1.033
58 C -0.875 4.660 0.954
59 H 1.149 -1.941 -4.197
60 C 0.522 -1.787 -0.905
61 H -0.713 -4.527 -6.189
62 H 3.175 2.594 9.973
63 H -4.161 -1.162 -0.224
64 H 0.488 -1.697 -2.051
65 H -2.279 2.297 -3.079
66 C 3.985 -4.163 -1.541
67 N -2.692 1.490 0.558
68 H 4.786 -4.632 -0.958
69 H 5.140 -3.494 -3.930
70 S -3.182 3.041 -5.268
71 H -2.015 2.626 4.801
72 Cl -1.604 2.373 -6.490
73 N -1.640 -0.188 1.921
74 C -3.484 2.110 -0.512
75 N -0.497 1.369 3.318
76 H -2.917 2.898 -1.136
77 H 6.613 -4.625 -2.188
78 H -3.070 -2.021 0.951
79 H 0.059 4.021 0.743
80 O -0.621 -2.889 -3.939
81 H 3.667 0.753 6.686
82 H 3.174 2.938 7.790
83 O 3.907 -4.748 -2.831
84 H 0.162 0.445 -3.135
85 N -1.962 2.168 1.529
86 C 1.120 2.145 9.418
87 H 1.210 1.054 9.480
88 O 0.575 -0.425 -0.350
89 H -0.856 -2.794 0.625
90 H 2.948 0.446 8.268
91 H -1.257 5.100 -0.031
92 C -2.526 0.103 0.803
93 H -0.819 -5.486 -4.715
94 C -4.501 2.075 -2.877
95 H -2.254 -5.258 -5.736
96 H 3.326 -2.186 -2.121
97 H -0.883 -1.795 -6.488
98 H 0.375 3.396 3.094
99 C -3.087 -1.209 0.141
100 C -3.147 1.983 -3.761
101 O -4.433 2.871 -6.076


(2)
Density functional theory data (ωB97M-V/def2-TZVPD) for a 4-piece molecular cluster, C27H58Cl2IN2O10PS overall.

Properties
E = -3882.90644 Eh
lowest unoccupied orbital energy = 0.2 eV
orbital gap = 8.86 eV
total charge = 0
SMILES string = C/C(Cl)=C(\Cl)[C@](OC[PH2]=S)(OC[C@@H](C)C(C)C)[C@](N)(I)NCCC(=O)O.COCCOC.COCCOC.COCCOC
highest occupied orbital energy = -8.6 eV

Cartesian coordinates (Å):
1 H -8.246 6.989 -5.262
2 C -8.730 5.111 -4.370
3 H 8.933 1.099 -2.883
4 H 2.602 -0.677 -3.127
5 P -1.401 -4.753 -0.955
6 H 9.854 1.874 -5.005
7 H -8.452 3.447 -2.220
8 O 9.490 -0.101 -4.478
9 H 4.255 0.674 -2.630
10 H -2.123 -3.496 4.356
11 C 9.058 0.041 -3.136
12 H 5.849 -1.815 -4.488
13 H 7.526 -0.635 -1.814
14 C -7.775 6.011 -5.118
15 H -0.122 -2.031 6.414
16 H 1.668 1.248 0.476
17 C -0.174 -3.446 -0.522
18 H -5.748 4.385 -4.948
19 C -3.698 1.364 0.440
20 H -7.562 5.588 -6.104
21 H 2.419 -1.711 -1.741
22 H -9.674 5.058 -4.920
23 H -3.477 -2.901 3.406
24 C 2.244 0.353 0.244
25 O -0.587 -2.132 -0.794
26 O 6.683 -0.135 -3.598
27 H -2.892 -0.156 -2.222
28 H -0.528 -5.831 -1.148
29 H 4.707 -0.271 -1.234
30 C -7.669 3.508 -2.984
31 C 2.622 0.412 -1.285
32 H -3.707 1.638 -0.612
33 H 7.190 -1.064 -5.392
34 H 4.509 1.505 -1.123
35 H 1.986 -0.889 9.128
36 H 4.165 -2.961 8.982
37 C 4.121 0.587 -1.554
38 C 1.414 -0.832 0.763
39 H 9.838 -0.373 -2.490
40 N -2.661 0.379 0.713
41 H 2.049 -2.726 5.591
42 H 3.556 -4.383 8.112
43 H 4.059 1.323 0.972
44 N -2.849 -0.746 -1.409
45 H 9.442 0.749 -6.314
46 C 1.850 -2.805 6.665
47 H -8.937 5.532 -3.381
48 C 0.757 -1.828 7.033
49 C -2.006 -0.228 -0.384
50 H -2.679 -4.419 2.960
51 H 1.522 -3.828 6.874
52 H -6.514 3.274 -0.463
53 C -5.084 0.839 0.834
54 H -5.146 5.801 -5.848
55 H 0.675 -1.272 10.264
56 H 3.192 0.411 2.182
57 C 9.218 1.027 -5.286
58 H 2.453 -3.414 9.123
59 S -2.553 -4.420 -2.473
60 C -1.864 -2.134 1.277
61 H -5.059 0.385 1.819
62 H 4.136 -0.453 0.992
63 O 0.367 -1.970 8.389
64 H -5.388 0.070 0.124
65 C 2.132 -0.741 -2.147
66 Cl -3.453 -2.553 0.743
67 C -1.563 -2.653 2.487
68 C 0.903 -0.976 9.242
69 H 0.661 -3.661 -1.190
70 O -6.626 2.452 1.745
71 H -1.959 0.763 1.331
72 H -6.939 4.272 -2.697
73 O -0.004 -0.576 0.848
74 C -1.027 -1.318 0.244
75 H 5.607 -0.260 -5.309
76 O -6.364 2.320 -0.485
77 C 6.324 -0.865 -4.756
78 C 7.766 -0.700 -2.881
79 H -2.044 -5.081 0.245
80 H 0.442 -0.002 9.047
81 C -5.485 5.443 -4.870
82 H 2.159 1.318 -1.678
83 C 3.310 -3.369 8.446
84 H -7.169 2.545 -3.047
85 H 7.888 -1.757 -3.138
86 Cl 0.005 -2.553 3.205
87 O -6.571 6.216 -4.396
88 H 1.086 -0.804 6.830
89 C -2.520 -3.415 3.350
90 H 0.192 -3.582 0.494
91 O -8.225 3.792 -4.251
92 O 3.060 -2.519 7.344
93 C 3.491 0.414 1.134
94 H 1.718 -0.974 1.791
95 H -3.787 -0.926 -1.082
96 H 1.061 -0.743 -2.302
97 H 1.662 -1.754 0.253
98 I -0.753 1.339 -1.435
99 H 8.170 1.329 -5.217
100 H -4.672 5.556 -4.155
101 C -6.095 1.932 0.795
102 H -3.491 2.247 1.042


- What is the lowest unoccupied orbital energy in the first record?
  -3.6 eV